One molecule with the formula C21H27ClN2O5, computed with ωB97M-V with the def2-TZVPD basis set.

Each line ends with the natural charge from an NBO analysis.
CARTESIAN COORDINATES (ANGSTROEM)
C (4.22287, -1.74350, -1.81209)  -0.6549
C (2.27311, -0.18971, -1.46883)  -0.1927
N (-0.23987, 2.43785, -1.04402)  -0.6075
O (-4.96500, -2.77884, 1.87944)  -0.5908
H (-5.47385, 1.75867, 2.09901)  0.1635
H (1.22845, 2.47837, -3.29483)  0.2191
C (-3.81398, 2.42491, 0.26707)  -0.0537
H (0.00457, -3.43042, 3.33417)  0.2136
H (5.89051, 1.64766, -3.92060)  0.1820
C (-2.70319, 2.28151, -0.75279)  -0.4269
O (-0.18865, 0.33508, -0.25998)  -0.6483
C (1.83588, 1.65319, -2.94720)  -0.2104
H (-2.60827, 1.22643, -1.01435)  0.2349
C (-4.31468, -1.82985, 2.27470)  0.6210
Cl (3.36399, 2.21610, -5.09797)  0.0099
H (2.72773, -2.53836, 2.45480)  0.1818
H (6.29912, 0.42063, -2.69272)  0.1712
H (-2.96389, 2.83314, -1.65927)  0.2034
H (0.13330, -0.85732, 1.70710)  0.2593
H (0.01695, -2.13867, -0.31813)  0.2199
N (-4.90427, -0.73022, 2.82012)  -0.5998
C (0.18911, -2.67640, 0.61015)  -0.0522
H (-1.38968, 3.86314, -0.08046)  0.1938
C (1.82355, -3.08183, 2.17892)  -0.0704
H (4.35275, -2.40878, -2.66564)  0.2298
H (-4.15064, 2.57996, 2.95092)  0.1666
H (1.99676, -4.14832, 2.34772)  0.1739
O (4.83178, -0.14197, -4.05766)  -0.5201
H (6.80119, 0.19192, -4.38588)  0.1992
H (-4.68498, 0.70493, 4.30916)  0.1990
H (5.22109, -1.45124, -1.48044)  0.2152
H (-1.21271, 2.32984, 0.78414)  0.2239
H (-5.91058, -0.78947, 2.84101)  0.4020
H (1.98397, -0.77938, -0.60746)  0.2451
H (0.24377, 3.16034, -1.54495)  0.3990
C (1.49567, 0.90569, -1.82850)  -0.1401
C (-4.42421, 1.66169, 2.41193)  -0.0628
H (-0.32704, -3.64411, 0.58740)  0.1669
H (-3.20462, 0.25833, 3.46187)  0.2319
H (-4.79376, 2.24863, -0.19376)  0.1752
H (-3.82452, 3.44275, 0.68672)  0.1565
C (0.29144, 1.19294, -0.98484)  0.6724
C (-0.22928, -1.87693, 1.84364)  -0.3647
C (-1.37218, 2.77822, -0.19714)  -0.2202
C (-4.26650, 0.46360, 3.32908)  -0.2406
C (3.74900, 0.22166, -3.30691)  0.2508
O (-3.58939, 1.48158, 1.29565)  -0.5428
H (0.82517, -1.93008, 3.76847)  0.2180
C (2.95874, 1.30538, -3.67811)  -0.0752
O (1.58796, -2.84476, 0.78861)  -0.5386
C (6.01980, 0.57930, -3.73753)  -0.2457
C (0.57763, -2.59143, 2.94003)  -0.4165
C (-2.85917, -1.81292, 2.19939)  -0.1946
C (3.40011, -0.54530, -2.19314)  0.0540
H (3.73604, -2.28992, -1.00573)  0.2353
C (-1.66710, -1.83369, 2.05969)  0.1813

Results
* relative energy (zero: lowest compared OMol25 entry of this formula, charge and spin): 1.968 eV
* charge: 0
* total energy: -47953.8859 eV
* gap between HOMO and LUMO: 9.76 eV
* highest occupied orbital energy: -9.157 eV


An isolated ion of composition C8H12BrN2O3S and charge +1 at a distorted geometry, computed with ωB97M-V with the def2-TZVPD basis set.

Each line ends with the natural charge from an NBO analysis.
CARTESIAN COORDINATES (ANGSTROEM)
H (-1.62118, 3.25208, -0.64408)  0.2577
C (-1.89449, 1.16083, -0.72185)  0.5334
C (-1.67405, 2.47951, 0.04621)  -0.4685
N (-1.88249, -1.14707, -1.35556)  -0.7846
O (-2.16819, 1.28251, -1.90469)  -0.5156
H (-1.55965, -0.17779, 3.29974)  0.2745
H (-2.48589, 2.59150, 0.73779)  0.2586
O (0.54802, -0.96503, -1.58843)  -0.6050
C (3.60016, 0.72358, -0.34385)  -0.6449
C (-1.77022, -0.21363, -0.19838)  -0.1626
O (1.84044, -0.82890, 0.25899)  -0.4329
C (0.72754, -0.89381, -0.39535)  0.8004
C (-1.65581, -1.00810, 2.46311)  -0.2605
N (-0.55183, -1.15267, 1.66941)  -0.3273
H (-0.85470, -1.13677, -1.99087)  0.4986
H (3.69553, -1.14338, 0.54429)  0.2111
H (4.65195, 0.65390, -0.01346)  0.2390
H (3.05915, 1.35568, 0.41928)  0.2235
Br (0.03973, 2.17533, 0.98733)  0.0347
S (-3.08349, -0.55137, 1.06420)  0.1307
H (-2.55782, -0.76283, -2.05261)  0.4735
H (-1.96955, -2.00038, 2.97175)  0.2635
C (-0.48535, -0.72644, 0.50474)  0.1968
H (3.58224, 1.25460, -1.27650)  0.2327
H (3.22070, -1.36267, -1.14815)  0.2103
C (3.11786, -0.69991, -0.25731)  -0.0876
H (-1.86863, -2.15876, -1.07577)  0.4505

Results
* relative energy (zero: lowest compared OMol25 entry of this formula, charge and spin): 0.000 eV
* charge: +1
* total energy: -98482.4784 eV
* gap between HOMO and LUMO: 9.35 eV
* highest occupied orbital energy: -13.404 eV


A 7-piece molecular cluster, H14O7 overall at a distorted geometry, computed with ωB97M-V with the def2-TZVPD basis set.

Each line ends with the natural charge from an NBO analysis.
CARTESIAN COORDINATES (ANGSTROEM)
H (-2.03813, -1.28661, 0.54281)  0.5139
H (-0.54722, 1.05395, -1.88196)  0.4928
O (0.52890, -2.82161, 0.11803)  -0.9820
H (-3.04471, -2.53516, 0.28108)  0.4810
O (1.23899, -0.37101, -1.07781)  -0.9955
H (-0.44437, 2.59821, -2.00391)  0.4682
H (1.01486, -3.07026, 0.90174)  0.4756
O (0.21174, 1.17274, 2.16075)  -0.9486
H (0.99999, 1.39064, 1.59087)  0.5011
O (3.00735, 1.49188, -0.10152)  -0.9843
H (2.31877, 1.02532, -0.61396)  0.5025
H (0.86234, -1.10655, -0.57097)  0.5179
O (-1.85421, 0.43075, 0.52057)  -1.0058
H (-2.02665, 1.20514, -0.05780)  0.5002
H (1.53957, -0.84532, -1.84696)  0.4783
H (3.19423, 2.34130, -0.43771)  0.4647
H (-1.23303, 0.65598, 1.22397)  0.5052
O (-1.01072, 1.82780, -2.21833)  -0.9608
H (-0.09239, 2.04203, 2.39168)  0.4716
O (-2.22215, -2.23035, 0.69184)  -1.0096
H (-0.40317, -2.96888, 0.38759)  0.5137

Results
* relative energy (zero: lowest compared OMol25 entry of this formula, charge and spin): 0.884 eV
* charge: 0
* total energy: -14560.5775 eV
* gap between HOMO and LUMO: 11.47 eV
* highest occupied orbital energy: -11.139 eV


A 2-piece molecular cluster, C3H4O3 overall at a distorted geometry, computed with ωB97M-V with the def2-TZVPD basis set.

Each line ends with the natural charge from an NBO analysis.
CARTESIAN COORDINATES (ANGSTROEM)
H (-0.49430, -1.30343, -1.15020)  0.4890
O (0.09335, -0.71754, -1.65773)  -0.6779
O (2.42052, -0.36878, 1.62712)  -0.4723
H (-0.98208, 1.66342, 0.44424)  0.1812
C (-0.05743, 0.50272, -1.08646)  0.0886
H (-0.68332, -0.69892, 1.26893)  0.4823
H (0.44358, 1.30268, -1.62014)  0.1905
O (-1.39155, -0.41510, 0.58379)  -0.7493
C (-0.81784, 0.68776, -0.00475)  -0.0241
C (1.29504, -0.51313, 1.55853)  0.4919

Results
* relative energy (zero: lowest compared OMol25 entry of this formula, charge and spin): 1.904 eV
* charge: 0
* total energy: -9316.7965 eV
* gap between HOMO and LUMO: 9.65 eV
* highest occupied orbital energy: -8.865 eV


C42H54BBaN5O3P2SSi2 as an isolated structure, computed with ωB97M-V with the def2-TZVPD basis set.

Each line ends with the Löwdin charge.
CARTESIAN COORDINATES (ANGSTROEM)
C (-4.04464, 5.17139, -1.53672)  -0.1159
C (-1.64328, -1.30084, 4.78379)  -0.0717
H (-2.45094, -3.36386, -0.23633)  0.0160
H (2.86918, 3.67626, -1.27896)  0.0103
H (-5.47944, -1.58773, 2.15109)  0.0086
C (-1.06041, 1.58308, 1.33303)  -0.5453
H (-4.80573, 0.43120, 3.41024)  0.0963
H (0.16472, 5.37808, -0.63966)  0.0888
H (-2.91376, -2.02878, 6.35597)  0.0881
H (0.36666, -2.61041, -5.91628)  0.0028
H (0.21869, 0.83310, -4.20180)  0.0319
H (4.20820, -0.05117, -1.13929)  0.1064
C (4.14621, -0.84101, -1.87906)  -0.1129
C (2.38137, -2.09564, 2.09888)  -0.5345
H (3.50710, 6.10461, 1.93084)  0.0870
C (3.45368, -3.17386, 2.05430)  -0.0269
H (2.34153, -2.24582, -5.83933)  0.0346
H (3.21476, -3.91474, 1.28712)  0.0898
H (-3.69056, -1.53953, -2.36310)  0.0199
C (-1.57334, -0.52711, 3.63500)  -0.0828
C (4.27496, -0.55280, -3.22532)  -0.0287
P (-2.56794, 0.88995, 1.45476)  0.5448
H (-0.42506, -4.25979, -5.14758)  -0.0046
H (-6.79428, 4.73951, 1.75239)  0.0884
C (-2.50534, 3.34204, -1.79692)  -0.0957
H (-6.14133, -0.41484, 1.00571)  0.0121
C (-3.98227, -0.78577, 4.96695)  -0.1091
H (-4.85052, 1.50187, -0.28467)  0.0893
H (-4.87507, 5.76259, -1.90574)  0.0902
H (3.69190, -0.57690, 2.89802)  0.0817
C (-4.01193, 3.00880, 2.61315)  -0.1023
C (-3.56737, 4.09937, -2.27565)  -0.0963
H (3.60701, -4.04275, -1.87898)  0.1153
N (0.40360, -2.21366, -2.62049)  -0.0173
H (-1.97576, 4.93123, 1.13439)  0.1123
H (2.72593, -1.44927, 4.12471)  0.0846
Ba (-0.22363, -0.79777, -0.19771)  1.7529
B (0.48830, -3.47058, -5.05604)  -0.4529
H (1.96890, 6.85791, 0.14101)  0.0921
C (-2.85143, -1.42590, 5.45709)  -0.1081
C (0.42358, -2.75144, -3.64298)  -0.2652
H (-4.02278, 3.84897, -3.22708)  0.0949
C (1.20352, 1.01814, -3.76345)  -0.1854
C (3.90701, -2.87206, -3.65427)  -0.0207
H (-0.47074, 3.71744, -3.88156)  0.0149
H (1.88509, 1.29669, -4.57426)  0.0275
H (-6.35376, -2.15064, 0.72046)  0.0184
N (0.11180, 1.83176, -1.19399)  -0.3967
H (3.26804, 1.96463, -1.30710)  0.0048
C (-5.65789, -1.39146, 1.09218)  -0.1805
S (5.50203, -0.60884, -6.31101)  0.5757
N (3.12224, -1.75389, -6.27025)  0.1353
H (-2.84822, -3.17109, 1.46371)  0.0272
H (-0.62889, -0.41012, 3.12002)  0.0702
H (1.96583, -0.22696, 3.08905)  0.0800
C (4.13500, -1.58995, -4.13469)  -0.2462
C (2.52926, 4.20271, 2.16402)  -0.0965
H (3.77010, -3.70470, -4.32960)  0.1078
H (1.56427, -4.03575, -5.15440)  -0.0077
H (3.19192, 3.86819, 2.95394)  0.0930
H (1.54413, 0.06890, -3.34694)  -0.0145
O (1.00430, -3.33278, 3.58162)  -0.0115
H (3.11906, -1.65622, -7.27242)  0.1020
H (-5.23306, -2.30078, -1.94782)  0.0176
O (0.05642, -2.57529, 1.68964)  -0.2430
C (-2.41233, 4.70805, 0.16695)  -0.0992
Si (1.09419, 2.36817, -2.45999)  0.2679
N (3.91887, -2.06741, -1.40667)  0.0550
H (1.32891, 2.40952, 2.18867)  0.0850
C (-2.70369, 0.09522, 3.11183)  -0.2610
H (-3.24506, 2.96776, 3.37943)  0.1119
H (-6.66588, 3.19031, -0.17402)  0.0969
N (-2.93893, -0.22139, 0.35508)  -0.3835
H (-4.92920, -0.87769, 5.48782)  0.0892
C (1.01577, -2.74123, 2.49397)  -0.6701
C (1.84547, 5.87810, 0.58851)  -0.1073
C (2.85464, 2.78074, -1.90532)  -0.1674
H (3.49363, -3.67870, 3.01764)  0.0829
C (-5.93050, 3.13265, 0.62042)  -0.1001
Si (-4.04935, -1.46595, 0.10244)  0.2473
C (-4.56660, -1.46539, -1.71296)  -0.1885
H (0.38105, 4.77023, -2.75447)  0.0053
C (1.50114, 3.37832, 1.73236)  -0.0832
O (2.28626, -1.45394, 0.81839)  -0.1970
C (-3.91018, -0.04245, 3.79574)  -0.1116
H (-3.85270, 6.29006, 0.28771)  0.0963
H (-5.07437, 4.62696, 3.53422)  0.0914
P (-0.57660, 2.55078, 0.07473)  0.5439
H (4.44700, 0.46075, -3.55986)  0.1080
C (4.18955, -1.33814, -5.60597)  -0.8538
H (2.93582, -1.83274, 0.19716)  0.0278
C (-3.94870, 2.10927, 1.54898)  -0.2829
C (0.64547, 3.77925, 0.70829)  -0.2726
C (-5.99965, 4.00403, 1.69621)  -0.1187
H (-5.08410, -0.53500, -1.96521)  0.0127
H (-0.75817, -1.82504, 5.12258)  0.0966
C (-4.91320, 2.18667, 0.55346)  -0.0936
C (-1.90757, 3.64291, -0.57773)  -0.2780
H (1.21792, 4.15108, -4.18315)  0.0208
C (0.49374, 3.89820, -3.40148)  -0.1804
H (-2.12767, 2.50009, -2.36465)  0.0957
H (4.42954, -2.73567, 1.82503)  0.0824
C (-3.46701, 5.47115, -0.30843)  -0.1014
H (-3.99943, -3.95280, 0.35731)  0.0207
C (3.80934, -3.05872, -2.28562)  -0.1161
C (-5.03335, 3.94103, 2.69539)  -0.1034
C (2.70640, 5.45732, 1.59197)  -0.1188
C (-3.27038, -3.14238, 0.45581)  -0.1837
C (0.82771, 5.04065, 0.14797)  -0.1112
H (3.51420, 2.95247, -2.76250)  0.0218
C (2.71785, -1.01927, 3.12402)  -0.0171

Results
* relative energy (zero: lowest compared OMol25 entry of this formula, charge and spin): 0.032 eV
* charge: -2
* total energy: -104572.1853 eV
* gap between HOMO and LUMO: 6.13 eV
* highest occupied orbital energy: -2.286 eV


One molecule with the formula CH4N2O at a distorted geometry, computed with ωB97M-V with the def2-TZVPD basis set.

Each line ends with the natural charge from an NBO analysis.
CARTESIAN COORDINATES (ANGSTROEM)
N (-0.80519, -0.34091, 0.01590)  0.2102
H (0.74807, 0.85344, -1.02020)  0.2487
H (-1.69381, -2.03047, 0.09568)  0.3758
H (1.20178, -0.15773, 0.08676)  0.2258
H (0.21695, 1.39633, 0.65562)  0.2682
N (-0.79286, -1.55863, -0.07703)  -0.2757
O (-2.31127, 0.46730, 0.07324)  -0.5824
C (0.40285, 0.47205, -0.01155)  -0.4706

Results
* relative energy (zero: lowest compared OMol25 entry of this formula, charge and spin): 6.449 eV
* charge: 0
* total energy: -6124.0587 eV
* gap between HOMO and LUMO: 9.13 eV
* highest occupied orbital energy: -9.497 eV